Density functional theory data (ωB97M-V/def2-TZVPD) for a 4-piece molecular cluster, C25H66N4O9PS3 overall.

Results
- Net charge: -1
- Orbital gap: 5.607 eV
- HOMO energy: -0.14129 Ha

Geometry (Å):
C  1.694  -1.816  3.646
C  1.512  -0.231  4.127
C  2.833  0.704  3.743
C  2.468  2.044  2.871
C  2.188  1.781  1.276
C  3.307  0.758  0.569
C  3.135  0.609  -1.047
C  1.986  -0.413  -1.573
C  1.339  -1.428  -0.474
C  -0.128  -0.832  0.037
C  -1.350  -1.932  -0.060
C  -2.400  -1.730  1.226
P  -3.278  0.006  1.153
C  -4.928  -0.903  0.824
C  -5.562  -1.633  2.189
N  -6.691  -0.843  2.817
C  -4.060  1.743  1.124
C  -3.143  2.931  0.467
N  -2.946  2.849  -1.029
N  -1.800  3.153  1.130
N  -3.932  4.238  0.704
H  1.355  -2.576  4.501
H  2.824  -2.032  3.431
H  0.975  -1.992  2.738
H  0.496  0.236  3.737
H  1.420  -0.285  5.313
H  3.243  1.093  4.794
H  3.721  0.057  3.295
H  3.336  2.834  2.996
H  1.496  2.516  3.337
H  2.304  2.819  0.701
H  1.083  1.434  1.116
H  3.418  -0.260  1.159
H  4.348  1.319  0.739
H  2.870  1.685  -1.489
H  4.169  0.263  -1.509
H  2.487  -1.097  -2.414
H  1.134  0.185  -2.125
H  2.042  -1.761  0.399
H  1.063  -2.430  -1.063
H  -0.470  0.099  -0.627
H  -0.076  -0.437  1.137
H  -0.837  -2.997  0.092
H  -1.893  -1.911  -1.097
H  -1.734  -1.733  2.201
H  -3.152  -2.626  1.203
H  -2.950  0.013  -0.259
H  -2.008  0.563  1.548
H  -3.597  -0.080  2.585
H  -4.788  -1.788  0.035
H  -5.794  -0.240  0.402
H  -6.037  -2.667  1.837
H  -4.708  -1.932  2.953
H  -6.580  -0.740  3.852
H  -6.811  0.077  2.338
H  -4.229  2.051  2.266
H  -5.120  1.815  0.623
H  -3.728  3.339  -1.516
H  -2.825  1.874  -1.379
H  -1.116  2.546  0.588
H  -1.845  2.704  2.090
H  -3.298  5.030  0.389
H  -3.930  4.321  1.757
O  1.162  4.214  -5.562
S  0.345  3.172  -4.976
O  0.923  2.004  -4.347
O  -0.760  2.685  -6.070
C  -0.309  2.246  -7.344
C  0.272  0.846  -7.275
C  -0.788  3.919  -3.830
H  0.412  2.954  -7.766
H  -1.180  2.239  -8.008
H  1.197  0.831  -6.693
H  0.499  0.472  -8.278
H  -0.429  0.159  -6.790
H  -1.264  4.776  -4.311
H  -0.218  4.246  -2.959
H  -1.530  3.176  -3.533
O  1.110  -0.019  7.465
S  1.438  -0.573  8.762
O  1.531  -1.999  8.987
O  0.445  0.071  9.882
C  -0.959  -0.032  9.687
C  -1.463  -1.426  10.010
C  2.941  0.181  9.334
H  -1.232  0.263  8.668
H  -1.430  0.685  10.368
H  -1.083  -2.158  9.292
H  -2.556  -1.459  9.977
H  -1.127  -1.740  11.003
H  2.864  1.262  9.210
H  3.763  -0.209  8.731
H  3.091  -0.083  10.382
O  3.261  -2.691  -10.745
S  2.484  -3.203  -9.635
O  1.527  -2.383  -8.924
O  3.492  -3.887  -8.553
C  4.566  -3.113  -8.037
C  4.084  -2.122  -6.993
C  1.668  -4.691  -10.155
H  5.104  -2.607  -8.845
H  5.268  -3.810  -7.568
H  3.449  -1.354  -7.443
H  4.931  -1.621  -6.515
H  3.489  -2.626  -6.225
H  2.393  -5.338  -10.653
H  0.873  -4.414  -10.849
H  1.242  -5.184  -9.279

Forces on atoms 1 to 6 (eV/Å):
-0.75 0.33 0.44
0.30 -0.71 0.89
-0.14 0.37 1.19
0.02 -0.16 -0.10
0.47 0.16 -0.44
0.58 1.13 0.54